Record 1
Here is C4H9NO in the gas phase at a distorted geometry from the Open Molecules 2025 dataset. Energies are from wB97M-V/def2-TZVPD.

Computed properties:
- Gap between HOMO and LUMO: 10.423 eV
- Lowest unoccupied orbital energy: 1.11 eV
- SMILES: OCCN1CC1

```
! RIJCOSX wB97M-V def2-TZVPD def2/J DEFGRID3
* xyz 0 1
O -2.4250 -0.0968 -0.4270
C -1.5397 -0.4180 0.8425
C -0.3330 0.5164 0.7469
N 0.2829 0.2926 -0.5491
C 1.6552 0.7092 -0.7258
C 1.3105 -0.7285 -0.5786
H -1.6992 0.0247 -1.0689
H -1.7973 -1.3065 0.2003
H -2.1096 -0.1527 1.7495
H -0.7015 1.5596 0.7582
H 0.3871 0.4381 1.5889
H 1.8984 1.1159 -1.7041
H 2.1450 1.1996 0.1152
H 1.5525 -1.2169 0.3656
H 1.2985 -1.3810 -1.4470
*
```

Atomic partial charges in e from the Löwdin method, atoms 1 to 8: atom 1 (O): -0.1656, atom 2 (C): -0.1284, atom 3 (C): -0.2224, atom 4 (N): -0.1643, atom 5 (C): -0.1347, atom 6 (C): -0.1348, atom 7 (H): 0.0485, atom 8 (H): 0.1251

Record 2
Here is 2 unconnected molecules or ions with the total composition C2H5ClN2O at a distorted geometry from the Open Molecules 2025 dataset. Energies are from wB97M-V/def2-TZVPD.

Computed properties:
- Gap between HOMO and LUMO: 9.269 eV
- Lowest unoccupied orbital energy: -0.92 eV

```
! RIJCOSX wB97M-V def2-TZVPD def2/J DEFGRID3
* xyz 0 1
C -0.2642 -0.2055 0.6226
C 0.9924 0.6403 0.1215
H 0.4681 0.0652 -2.2047
H -1.6896 -1.4914 -0.2691
H -1.6547 -0.8210 1.8189
H 1.4314 0.1289 -0.7507
H 1.7551 0.4787 1.0239
N -0.5928 -0.9942 -0.4077
N -0.6716 -0.3497 1.7729
O -0.7964 0.1674 -1.4204
Cl 1.0223 2.3815 -0.3071
*
```

Atomic partial charges in e from the Löwdin method, atoms 1 to 8: atom 1 (C): -0.6206, atom 2 (C): -0.5681, atom 3 (H): 0.3190, atom 4 (H): 0.2228, atom 5 (H): 0.1005, atom 6 (H): 0.0215, atom 7 (H): 0.1160, atom 8 (N): -0.0255

Record 3
Here is C16H24N2O3 in the gas phase from the Open Molecules 2025 dataset. Energies are from wB97M-V/def2-TZVPD.

Computed properties:
- Gap between HOMO and LUMO: 8.746 eV
- Lowest unoccupied orbital energy: 0.56 eV
- SMILES: COc1cc(NC(=O)CN2CCCCCC2)cc(OC)c1

```
! RIJCOSX wB97M-V def2-TZVPD def2/J DEFGRID3
* xyz 0 1
C 1.3703 2.7242 4.3761
O 2.2191 3.1501 3.3396
C 2.3058 2.3914 2.2116
C 1.6038 1.2118 1.9980
C 1.7746 0.5185 0.8017
N 1.0416 -0.6650 0.6423
C 0.9982 -1.5209 -0.4167
O 1.6410 -1.3923 -1.4368
C -0.0105 -2.6613 -0.2290
N -1.3696 -2.3014 -0.5977
C -1.4623 -1.8989 -1.9904
C -2.8962 -1.8369 -2.5151
C -3.6597 -0.6041 -2.0324
C -4.3281 -0.7749 -0.6651
C -3.5418 -1.6361 0.3239
C -2.0280 -1.3955 0.3273
C 2.6335 0.9886 -0.1808
C 3.3338 2.1710 0.0394
O 4.1996 2.7200 -0.8514
C 4.4131 2.0563 -2.0760
C 3.1685 2.8671 1.2311
H 1.6724 1.7480 4.7701
H 0.3258 2.6780 4.0497
H 1.4664 3.4720 5.1616
H 0.9268 0.8194 2.7413
H 0.4599 -0.8971 1.4351
H 0.3018 -3.4836 -0.8785
H -0.0101 -3.0145 0.8058
H -0.9814 -0.9210 -2.1648
H -0.9091 -2.6419 -2.5703
H -3.4280 -2.7476 -2.2417
H -2.8339 -1.8021 -3.6049
H -2.9661 0.2394 -2.0017
H -4.4340 -0.3498 -2.7596
H -4.4883 0.2164 -0.2341
H -5.3117 -1.2313 -0.7972
H -3.9360 -1.4477 1.3250
H -3.6963 -2.6932 0.1065
H -1.8069 -0.3363 0.1184
H -1.6602 -1.6274 1.3313
H 2.7398 0.4255 -1.0898
H 3.4900 1.9808 -2.6585
H 5.1338 2.6665 -2.6181
H 4.8262 1.0548 -1.9235
H 3.7124 3.7809 1.3983
*
```

Atomic partial charges in e from the Löwdin method, atoms 1 to 8: atom 1 (C): -0.0929, atom 2 (O): -0.0778, atom 3 (C): -0.2717, atom 4 (C): 0.0225, atom 5 (C): -0.2059, atom 6 (N): 0.1386, atom 7 (C): -0.4440, atom 8 (O): 0.0707

Record 4
Here is C7H10 in the gas phase from the Open Molecules 2025 dataset. Energies are from wB97M-V/def2-TZVPD.

Computed properties:
- Gap between HOMO and LUMO: 10.310 eV
- Lowest unoccupied orbital energy: 1.13 eV
- SMILES: C#CC1(CC)CC1

```
! RIJCOSX wB97M-V def2-TZVPD def2/J DEFGRID3
* xyz 0 1
C 1.4565 -1.1541 2.0660
C 0.8371 -0.7687 1.1049
C 0.3599 -0.1322 -0.1106
C -0.7892 0.8776 -0.0269
C -2.1282 0.4207 0.5688
C 0.5982 -0.7754 -1.4630
C 1.5682 0.2388 -0.9556
H 2.0070 -1.4914 2.9159
H -0.9747 1.2232 -1.0521
H -0.4427 1.7505 0.5373
H -2.5082 -0.5055 0.1233
H -2.8816 1.1989 0.3886
H -2.0674 0.2766 1.6526
H 0.9082 -1.8123 -1.5377
H -0.0706 -0.4425 -2.2520
H 1.6085 1.2423 -1.3628
H 2.5190 -0.1464 -0.5969
*
```

Atomic partial charges in e from the Löwdin method, atoms 1 to 8: atom 1 (C): 0.1209, atom 2 (C): -0.0875, atom 3 (C): -0.4481, atom 4 (C): -0.2005, atom 5 (C): -0.0982, atom 6 (C): -0.0804, atom 7 (C): -0.0935, atom 8 (H): 0.0225

Record 5
Here is a molecular structure, C20H34BrN2O6PTm at a distorted geometry from the Open Molecules 2025 dataset. Energies are from wB97M-V/def2-TZVPD.

Computed properties:
- Gap between HOMO and LUMO (spin up / spin down): 4.877 / 4.923 eV
- Lowest unoccupied orbital energy (spin up / spin down): -11.81 / -11.77 eV
- <S²>: 2.01

```
! RIJCOSX wB97M-V def2-TZVPD def2/J DEFGRID3
* xyz 3 3
C -3.2805 1.7461 -4.3219
C -3.9457 0.2229 -4.1389
O -3.1526 -0.5721 -3.1859
P -3.5541 -0.2161 -1.5301
O -4.5812 0.9828 -1.4595
C -2.0022 0.2326 -0.4397
C -0.6403 0.4038 -1.2745
C 0.7873 0.0131 -0.5148
C 0.5518 -1.4449 0.1975
N 0.2757 -2.5669 0.7790
C 1.7344 -0.3679 -1.8486
O 3.1427 -0.5399 -1.5847
C 3.5837 -1.9178 -1.3931
C 3.1697 -3.2489 -2.2494
O 4.5108 -2.1171 -0.4136
C 1.4074 1.1918 0.4219
C 1.9865 2.3219 -0.6768
N 2.2965 3.2463 -1.5619
C 2.7291 0.8227 1.3124
C 2.5255 -0.1998 2.5681
C 3.4884 -1.5248 2.5725
O 3.2819 -2.1970 3.8985
C 4.5147 -2.8829 4.3172
C 0.3881 1.9726 1.4249
C 0.1213 3.5675 1.1169
C -0.6784 4.1131 2.4889
Br -1.1327 3.9647 -0.3825
O -4.3639 -1.5861 -0.7404
C -4.7395 -1.2287 0.6424
C -4.1266 -2.3058 1.7616
H -2.9199 2.0831 -3.2477
H -4.0920 2.5254 -4.6693
H -2.4001 1.7323 -5.0963
H -3.8226 -0.2857 -5.2115
H -5.0979 0.2539 -3.9147
H -2.0286 -0.5205 0.4466
H -2.2828 1.2951 0.0274
H -0.7397 -0.3060 -2.2320
H -0.4440 1.4811 -1.7501
H 1.6282 0.4582 -2.7050
H 1.1812 -1.3212 -2.3093
H 1.9975 -3.3913 -2.1196
H 3.6544 -4.2152 -1.7430
H 3.4131 -3.2097 -3.3930
H 3.6711 0.4714 0.7200
H 3.0577 1.8620 1.8071
H 1.4012 -0.5778 2.7061
H 2.7631 0.3803 3.5840
H 4.6247 -1.3017 2.3752
H 3.0419 -2.2951 1.7778
H 4.2768 -3.3996 5.3620
H 4.8481 -3.7609 3.5934
H 5.3851 -2.1154 4.5303
H 0.8748 1.9988 2.5187
H -0.6572 1.4797 1.5957
H 1.1159 4.2285 1.1218
H -0.4290 5.2599 2.6992
H -0.3456 3.5392 3.4579
H -1.8301 3.9413 2.3468
H -4.3849 -0.1525 0.9728
H -5.9184 -1.2459 0.8155
H -3.1292 -1.9365 2.2497
H -3.9028 -3.3601 1.2583
H -4.9047 -2.5028 2.6394
Tm -1.9028 3.0222 -5.9997
*
```

Atomic partial charges in e from the Löwdin method, atoms 1 to 8: atom 1 (C): -0.1377, atom 2 (C): -0.1998, atom 3 (O): -0.2728, atom 4 (P): 0.8192, atom 5 (O): -0.3501, atom 6 (C): -0.2105, atom 7 (C): -0.1971, atom 8 (C): -0.2580

Record 6
Here is 2 unconnected molecules or ions with the total composition C3H11N2 at a distorted geometry from the Open Molecules 2025 dataset. Energies are from wB97M-V/def2-TZVPD.

Computed properties:
- Gap between HOMO and LUMO (spin up / spin down): 7.455 / 9.549 eV
- Lowest unoccupied orbital energy (spin up / spin down): -4.67 / -4.14 eV

```
! RIJCOSX wB97M-V def2-TZVPD def2/J DEFGRID3
* xyz 1 1
C -1.5180 0.4788 -0.3388
C 0.1116 -1.2422 -0.9809
C 0.4643 0.1359 0.9785
N 1.8088 0.0033 1.0703
N -0.1765 0.0679 -0.3013
H -2.1891 0.1244 0.4445
H -1.6509 1.5721 -0.2032
H -2.0200 0.1831 -1.2950
H 0.0653 -1.0602 -2.1316
H 1.0289 -1.5973 -0.4920
H -0.6148 -2.0529 -0.9553
H -0.2772 2.3225 0.8696
H -0.0402 -0.0114 1.9055
H 2.2428 -0.0988 2.0272
H 2.3846 0.4336 0.2631
H 0.3804 0.7413 -0.8605
*
```

Atomic partial charges in e from the Löwdin method, atoms 1 to 8: atom 1 (C): -0.0914, atom 2 (C): 0.0198, atom 3 (C): -0.2254, atom 4 (N): 0.0870, atom 5 (N): -0.2399, atom 6 (H): 0.1208, atom 7 (H): 0.0646, atom 8 (H): 0.1321

Record 7
Here is C6H9N in the gas phase at a distorted geometry from the Open Molecules 2025 dataset. Energies are from wB97M-V/def2-TZVPD.

Computed properties:
- Gap between HOMO and LUMO: 8.786 eV
- Lowest unoccupied orbital energy: 1.04 eV
- SMILES: Cc1ccc(C)[nH]1

```
! RIJCOSX wB97M-V def2-TZVPD def2/J DEFGRID3
* xyz 0 1
C -2.6471 -0.2353 0.0344
C -1.1495 -0.0455 0.3535
C -0.6394 1.2236 0.2906
C 0.7522 1.1790 0.0481
C 1.1365 -0.1300 0.0195
C 2.5544 -0.5839 -0.2490
N 0.0042 -0.9108 0.1913
H -3.2566 -0.8982 0.6582
H -3.1740 0.7389 0.0551
H -2.7506 -0.5566 -1.0088
H -1.2544 2.1096 0.3800
H 1.4027 2.0091 -0.1774
H 2.7175 -0.8154 -1.3098
H 3.2230 0.2536 -0.0119
H 2.9125 -1.4418 0.3323
H 0.1686 -1.8965 0.3939
*
```

Atomic partial charges in e from the Löwdin method, atoms 1 to 8: atom 1 (C): -0.0544, atom 2 (C): -0.2575, atom 3 (C): -0.0954, atom 4 (C): -0.0794, atom 5 (C): -0.3370, atom 6 (C): -0.0419, atom 7 (N): 0.0898, atom 8 (H): 0.0590

Record 8
Here is 7 unconnected molecules or ions with the total composition C5H20NO8 at a distorted geometry from the Open Molecules 2025 dataset. Energies are from wB97M-V/def2-TZVPD.

Computed properties:
- Gap between HOMO and LUMO: 8.756 eV
- Lowest unoccupied orbital energy: 3.16 eV

```
! RIJCOSX wB97M-V def2-TZVPD def2/J DEFGRID3
* xyz -1 1
N -1.7090 -0.6062 0.9680
C -1.7920 -1.8879 1.8388
C -0.3150 -2.1380 2.3015
C 0.4152 -0.7790 2.1158
C -0.8049 0.1281 1.9290
C -0.1173 1.4626 1.1818
O 0.0251 1.2011 -0.0518
O 0.2050 2.4244 1.9060
H -2.5668 -0.1700 0.8688
H -2.3544 -1.9834 2.7804
H -2.1034 -2.7798 1.1913
H 0.2453 -2.9037 1.8840
H -0.3982 -2.3587 3.3772
H 0.9113 -0.8200 1.1466
H 1.1960 -0.7990 2.9388
H -1.2130 0.5902 2.7810
H -0.2754 2.3317 -1.6277
H 0.0236 3.5625 -1.0227
O -0.1055 3.2888 -1.9417
H -1.0727 1.4495 -3.0434
H -1.3972 0.8274 -1.7991
O -1.8235 1.0890 -2.5065
H 0.2584 -0.4629 -0.5523
H -1.0080 -1.2561 -0.8046
O -0.2102 -0.9359 -1.2947
H 3.0111 1.5017 0.1699
H 1.6598 0.9374 -0.5519
O 2.6638 1.2749 -0.6635
H 0.2046 -2.5023 -0.7353
H 1.4331 -3.3003 -1.4203
O 0.9363 -3.2093 -0.5183
H 0.9469 -0.7663 -2.5955
H 2.4466 -0.6444 -2.3545
O 1.7714 -0.9986 -2.8805
*
```

Atomic partial charges in e from the Löwdin method, atoms 1 to 8: atom 1 (N): 0.0202, atom 2 (C): -0.1744, atom 3 (C): -0.1899, atom 4 (C): -0.1250, atom 5 (C): -0.2281, atom 6 (C): -0.5662, atom 7 (O): -0.1468, atom 8 (O): -0.0034

Record 9
Here is C7H11NO in the gas phase at a distorted geometry from the Open Molecules 2025 dataset. Energies are from wB97M-V/def2-TZVPD.

Computed properties:
- Gap between HOMO and LUMO: 10.550 eV
- Lowest unoccupied orbital energy: 0.40 eV
- SMILES: CC(C)(C)[C@@H](C#N)C=O

```
! RIJCOSX wB97M-V def2-TZVPD def2/J DEFGRID3
* xyz 0 1
C -0.2040 1.2948 1.0612
C 0.1933 0.3288 -0.0868
C -0.0911 1.0936 -1.5000
C 1.6728 0.0132 0.0268
C -0.8704 -0.8232 -0.0638
C -0.5394 -1.8437 -1.0357
N -0.2367 -2.6896 -1.7411
C -0.8663 -1.5212 1.3742
O -1.9441 -1.9602 1.7647
H 0.0244 0.7828 1.9296
H -1.2481 1.4416 0.9969
H 0.3602 2.1463 1.1670
H -0.2215 0.5032 -2.3421
H 0.6708 1.7690 -1.7375
H -1.0261 1.5693 -1.4275
H 1.9635 -0.4447 0.9578
H 2.1720 0.8805 -0.1425
H 1.8939 -0.6815 -0.7006
H -1.8543 -0.4359 -0.2500
H 0.1511 -1.4232 1.7494
*
```

Atomic partial charges in e from the Löwdin method, atoms 1 to 8: atom 1 (C): -0.0270, atom 2 (C): -0.4826, atom 3 (C): -0.0037, atom 4 (C): -0.0291, atom 5 (C): -0.2200, atom 6 (C): -0.2087, atom 7 (N): 0.1804, atom 8 (C): -0.1475

Record 10
Here is a molecular structure, C8H9NO at a distorted geometry from the Open Molecules 2025 dataset. Energies are from wB97M-V/def2-TZVPD.

Computed properties:
- Gap between HOMO and LUMO: 8.983 eV
- Lowest unoccupied orbital energy: 0.39 eV

```
! RIJCOSX wB97M-V def2-TZVPD def2/J DEFGRID3
* xyz 0 1
C 0.6489 -1.7813 -1.0884
C 0.8430 -2.0534 0.2473
C -0.3616 -0.9048 -1.5349
C 0.0600 -1.4756 1.2692
C -1.1198 -0.3526 -0.5503
C -0.9031 -0.6321 0.8173
C -2.2564 0.5471 -0.1063
C 1.5665 2.4173 -0.0452
N -1.9703 0.2123 1.2138
O -3.0827 1.2576 -0.5887
H 1.2889 -2.2526 -1.8176
H 1.6257 -2.7407 0.5344
H -0.5036 -0.7032 -2.5846
H 0.2343 -1.7035 2.3084
H 1.9751 3.3844 -0.3086
H 2.0466 2.0545 0.8545
H 1.7425 1.7184 -0.8521
H -2.3357 0.4997 2.1051
H 0.5014 2.5085 0.1268
*
```

Atomic partial charges in e from the Löwdin method, atoms 1 to 8: atom 1 (C): -0.0945, atom 2 (C): -0.0827, atom 3 (C): -0.0115, atom 4 (C): -0.0131, atom 5 (C): -0.0762, atom 6 (C): -0.1932, atom 7 (C): -0.3953, atom 8 (C): -0.0367

Record 11
Here is 2 unconnected molecules or ions with the total composition C3H5N3O at a distorted geometry from the Open Molecules 2025 dataset. Energies are from wB97M-V/def2-TZVPD.

Computed properties:
- Gap between HOMO and LUMO: 11.290 eV
- Lowest unoccupied orbital energy: 0.75 eV
- SMILES: N#CCO.N=C=N

```
! RIJCOSX wB97M-V def2-TZVPD def2/J DEFGRID3
* xyz 0 1
N 0.2658 1.2532 -0.9481
C -0.5199 0.6213 -0.3820
C -1.7117 -0.0421 0.1725
O -2.8302 0.7619 -0.1257
H -1.7877 -1.0546 -0.2490
H -1.6368 -0.1387 1.2584
H -2.6939 1.1207 -1.0132
N 2.8263 0.5443 0.1548
C 2.1165 -0.4156 0.3959
N 1.3508 -1.3126 0.7564
H 2.8295 0.8871 -0.7987
H 1.7913 -2.2249 0.7787
*
```

Atomic partial charges in e from the Löwdin method, atoms 1 to 8: atom 1 (N): 0.1608, atom 2 (C): -0.2035, atom 3 (C): -0.2464, atom 4 (O): -0.0489, atom 5 (H): 0.1236, atom 6 (H): 0.1255, atom 7 (H): 0.0944, atom 8 (N): 0.1436

Record 12
Here is a molecular structure, C12H14BF4FeIN2 at a distorted geometry from the Open Molecules 2025 dataset. Energies are from wB97M-V/def2-TZVPD.

Computed properties:
- Gap between HOMO and LUMO (spin up / spin down): 5.495 / 6.343 eV
- Lowest unoccupied orbital energy (spin up / spin down): -1.07 / -1.24 eV
- <S²>: 6.03

```
! RIJCOSX wB97M-V def2-TZVPD def2/J DEFGRID3
* xyz 0 5
C -1.0821 1.8158 2.5850
C 0.3015 0.2089 0.8026
H -0.0265 2.0661 2.4761
H -1.5896 2.5361 3.2322
H -1.5974 1.7010 1.6314
H -0.2609 -0.6182 1.2439
H 1.0797 0.6182 1.4504
H -0.3036 0.9556 0.2810
C 1.3456 1.9955 -2.0464
C 0.8839 2.9940 -2.8991
C 0.0572 2.6493 -3.9765
C -0.2993 1.3111 -4.1585
H 1.9977 2.2052 -1.1966
H 1.1734 4.0250 -2.7102
H -0.3100 3.4094 -4.6624
H -0.9426 0.9803 -4.9735
N 0.9988 0.7027 -2.2305
C 0.1640 0.3490 -3.2566
C -0.1898 -1.0635 -3.2865
N 0.3169 -1.7981 -2.2454
C 0.0794 -3.1275 -2.1796
C -1.2369 -3.0373 -4.2010
C -0.6879 -3.7755 -3.1443
H 0.5292 -3.6614 -1.3385
H -0.8465 -4.8491 -3.0578
C -0.9845 -1.6665 -4.2656
H -1.3825 -1.0342 -5.0586
H -1.8492 -3.5189 -4.9606
Fe 1.4828 -0.7721 -0.8663
I 3.6013 -1.6312 -0.1391
F -1.1751 0.5521 3.2655
B 0.1340 -0.1285 4.7897
F -0.6471 0.2946 5.7998
F 0.0883 -1.4169 4.4045
F 1.1732 0.6394 4.3965
*
```

Atomic partial charges in e from the Löwdin method, atoms 1 to 8: atom 1 (C): -0.0504, atom 2 (C): -0.2264, atom 3 (H): 0.0730, atom 4 (H): 0.0895, atom 5 (H): 0.0718, atom 6 (H): -0.0154, atom 7 (H): -0.0249, atom 8 (H): -0.0393